This record from OMol25 describes a cluster of 4 separate species, C4H7NS in total. The level of theory is ωB97M-V with the def2-TZVPD basis set.

The value obtained for the molecular weight is 101.17 g mol⁻¹. As for the HOMO-LUMO gap: 8.548 eV. Its LUMO energy is -0.22 eV. The total energy is -16578.5286 eV.

Element x y z (Å)
C  1.291  -0.917  0.302
C  0.765  0.454  -0.232
C  -0.262  1.354  0.254
C  -1.640  -0.504  -0.540
H  2.359  -1.334  -0.670
H  1.740  -0.437  1.720
H  0.225  -2.034  0.218
H  1.345  0.918  -1.043
H  -0.083  2.553  0.091
H  -0.836  1.225  1.194
H  -1.318  -1.716  -0.540
N  -0.581  0.495  -0.867
S  -3.006  -0.056  0.113